{"formula": "C68H178N10O26", "method": "ωB97M-V/def2-TZVPD", "species": ["C", "O", "C", "C", "N", "C", "C", "O", "C", "H", "H", "H", "H", "H", "H", "H", "H", "H", "H", "H", "H", "H", "H", "H", "C", "O", "C", "C", "N", "C", "C", "O", "C", "H", "H", "H", "H", "H", "H", "H", "H", "H", "H", "H", "H", "H", "H", "H", "C", "O", "C", "C", "N", "C", "C", "O", "C", "H", "H", "H", "H", "H", "H", "H", "H", "H", "H", "H", "H", "H", "H", "H", "C", "O", "C", "C", "N", "C", "C", "O", "C", "H", "H", "H", "H", "H", "H", "H", "H", "H", "H", "H", "H", "H", "H", "H", "C", "O", "C", "C", "N", "C", "C", "O", "C", "H", "H", "H", "H", "H", "H", "H", "H", "H", "H", "H", "H", "H", "H", "H", "C", "O", "C", "C", "N", "C", "C", "O", "C", "H", "H", "H", "H", "H", "H", "H", "H", "H", "H", "H", "H", "H", "H", "H", "C", "O", "C", "C", "N", "C", "C", "O", "C", "H", "H", "H", "H", "H", "H", "H", "H", "H", "H", "H", "H", "H", "H", "H", "C", "O", "C", "C", "N", "C", "C", "O", "C", "H", "H", "H", "H", "H", "H", "H", "H", "H", "H", "H", "H", "H", "H", "H", "C", "O", "C", "C", "N", "C", "C", "O", "C", "H", "H", "H", "H", "H", "H", "H", "H", "H", "H", "H", "H", "H", "H", "H", "C", "O", "C", "C", "N", "C", "C", "O", "C", "H", "H", "H", "H", "H", "H", "H", "H", "H", "H", "H", "H", "H", "H", "H", "C", "C", "O", "H", "H", "H", "H", "H", "H", "C", "C", "O", "H", "H", "H", "H", "H", "H", "C", "O", "H", "H", "H", "H", "C", "O", "H", "H", "H", "H", "C", "O", "H", "H", "H", "H", "C", "O", "H", "H", "H", "H"], "positions_angstrom": [[-8.7646, -9.0898, 20.1405], [-7.6442, -9.0767, 20.9654], [-6.4076, -9.2250, 20.2466], [-5.2972, -9.2621, 21.3124], [-5.1819, -7.9682, 21.9977], [-4.3344, -7.8885, 23.2029], [-5.0753, -8.5171, 24.4072], [-6.2361, -7.7076, 24.6789], [-6.8167, -8.0897, 25.8748], [-9.6288, -8.8888, 20.7736], [-8.9499, -10.1012, 19.7787], [-8.7427, -8.4414, 19.2646], [-6.2826, -8.3646, 19.5893], [-6.4262, -10.2059, 19.7717], [-4.3622, -9.5233, 20.8167], [-5.5540, -10.1042, 21.9549], [-6.1237, -7.7527, 22.2919], [-4.0630, -6.8697, 23.4798], [-3.4132, -8.4301, 22.9882], [-4.3855, -8.5017, 25.2510], [-5.2852, -9.5833, 24.3218], [-6.4228, -7.5491, 26.7355], [-6.8352, -9.1587, 26.0872], [-7.8585, -7.8059, 25.7256], [-16.7031, -8.0236, 25.1028], [-15.2929, -8.2322, 24.8312], [-14.9741, -9.3959, 24.0613], [-13.5195, -9.1884, 23.5809], [-13.4625, -8.1043, 22.5907], [-12.1227, -7.5375, 22.5217], [-11.8428, -6.5435, 23.6945], [-12.8356, -5.5379, 23.6798], [-13.1918, -5.1912, 25.0520], [-17.2509, -8.9333, 25.3489], [-17.2854, -7.4532, 24.3791], [-16.7550, -7.3569, 25.9635], [-15.6525, -9.3874, 23.2082], [-15.1601, -10.2810, 24.6697], [-13.2158, -10.1272, 23.1178], [-12.9765, -9.1203, 24.5236], [-14.0063, -7.2926, 22.8469], [-11.9627, -7.0561, 21.5569], [-11.3808, -8.3316, 22.6061], [-10.8577, -6.1340, 23.4707], [-11.8078, -7.1592, 24.5933], [-12.3362, -4.6910, 25.5057], [-13.5179, -6.0269, 25.6712], [-13.9993, -4.4590, 25.0514], [-22.2582, -11.9514, 20.4554], [-21.4055, -12.7653, 21.2768], [-21.7250, -12.6899, 22.6700], [-20.6456, -13.4811, 23.4283], [-19.2449, -12.9979, 23.0480], [-18.2058, -13.9100, 23.4697], [-16.8839, -13.3948, 22.8397], [-16.9067, -13.2797, 21.3761], [-15.6237, -12.9660, 20.8599], [-21.8557, -11.9797, 19.4429], [-22.2399, -10.8935, 20.7177], [-23.2730, -12.3036, 20.2704], [-22.6968, -13.1548, 22.8360], [-21.7051, -11.6636, 23.0365], [-20.7178, -14.5420, 23.1883], [-20.8421, -13.3448, 24.4917], [-19.2228, -12.9480, 22.0394], [-18.3907, -14.9233, 23.1132], [-18.1283, -13.9599, 24.5558], [-16.0906, -14.0825, 23.1324], [-16.7083, -12.3954, 23.2377], [-15.5296, -12.9621, 19.7740], [-14.8058, -13.5500, 21.2818], [-15.3911, -11.9452, 21.1631], [-17.7486, -10.7507, 18.8027], [-17.8134, -9.9309, 19.9125], [-18.8617, -10.2141, 20.8043], [-18.9086, -9.0904, 21.8521], [-19.4531, -7.8038, 21.3566], [-18.6782, -7.1759, 20.3576], [-17.3125, -6.6997, 20.9236], [-17.5121, -5.9091, 22.1055], [-16.2870, -5.3500, 22.6150], [-17.8027, -11.8123, 19.0438], [-16.8180, -10.4431, 18.3258], [-18.5939, -10.4752, 18.1721], [-18.6606, -11.1346, 21.3524], [-19.8120, -10.3442, 20.2863], [-17.8883, -9.0129, 22.2276], [-19.5344, -9.5398, 22.6231], [-19.4769, -7.1788, 22.1497], [-19.2215, -6.2881, 20.0340], [-18.4922, -7.8089, 19.4900], [-16.7538, -6.1870, 20.1405], [-16.6887, -7.5570, 21.1762], [-15.6715, -6.1321, 23.0594], [-16.4584, -4.5979, 23.3851], [-15.6701, -4.8256, 21.8852], [-20.8005, -14.2899, 28.3037], [-19.4333, -14.7025, 28.3723], [-18.8894, -15.6105, 27.4406], [-17.3996, -15.8604, 27.8621], [-16.4748, -14.8534, 27.3498], [-15.1953, -14.9466, 28.0330], [-14.3453, -13.6472, 27.7686], [-15.0074, -12.5232, 28.2868], [-14.3216, -11.2921, 27.9568], [-21.2426, -14.6249, 27.3653], [-20.9117, -13.2094, 28.3939], [-21.2953, -14.7851, 29.1392], [-19.0530, -15.2638, 26.4202], [-19.4180, -16.5479, 27.6136], [-17.2725, -16.8490, 27.4209], [-17.3351, -15.9001, 28.9495], [-16.7440, -13.9246, 27.6412], [-14.6921, -15.8515, 27.6924], [-15.2893, -14.9636, 29.1188], [-14.2009, -13.5332, 26.6943], [-13.3668, -13.6825, 28.2477], [-14.1987, -11.0570, 26.8996], [-13.3354, -11.3218, 28.4200], [-14.7461, -10.3952, 28.4079], [-10.6214, -12.2872, 29.0391], [-10.1019, -12.3447, 27.7356], [-8.9303, -11.5067, 27.5331], [-8.4479, -11.5641, 26.0549], [-9.3007, -10.8194, 25.1925], [-8.9260, -10.6305, 23.7801], [-8.7126, -11.8853, 22.8977], [-9.9233, -12.3430, 22.5115], [-9.8874, -13.5060, 21.7107], [-11.0209, -11.3085, 29.3050], [-9.9463, -12.6186, 29.8281], [-11.5407, -12.8672, 29.1205], [-8.1167, -11.8671, 28.1627], [-9.1072, -10.4574, 27.7695], [-8.4963, -12.5932, 25.6989], [-7.4188, -11.2053, 26.0369], [-10.2284, -11.2134, 25.2577], [-7.9544, -10.1367, 23.7599], [-9.6074, -9.9518, 23.2671], [-8.1375, -12.6778, 23.3765], [-8.2938, -11.5516, 21.9483], [-9.3245, -14.3038, 22.1951], [-9.4331, -13.3426, 20.7334], [-10.8897, -13.9017, 21.5463], [-20.5681, -9.2255, 35.2464], [-20.2555, -9.4287, 33.8715], [-21.3913, -9.6578, 32.9455], [-20.8323, -9.8759, 31.5907], [-21.8829, -10.0404, 30.6788], [-21.3135, -10.4073, 29.3744], [-20.4068, -9.3163, 28.7996], [-19.1124, -9.4907, 29.3166], [-18.1688, -8.6398, 28.7797], [-21.2040, -10.0664, 35.5230], [-21.1157, -8.2987, 35.4176], [-19.6628, -9.1985, 35.8529], [-22.0873, -8.8189, 32.9396], [-21.9909, -10.5310, 33.2026], [-19.9635, -10.5192, 31.4516], [-20.2582, -8.9615, 31.4413], [-22.5406, -10.7910, 30.8340], [-22.1469, -10.5348, 28.6836], [-20.8124, -11.3681, 29.4916], [-20.8104, -8.3388, 29.0638], [-20.3886, -9.3730, 27.7112], [-17.2595, -8.6515, 29.3808], [-18.6172, -7.6468, 28.8084], [-17.8614, -8.8380, 27.7529], [-9.2666, -0.0590, 25.8004], [-10.4488, -0.1722, 26.5660], [-10.3262, -1.0588, 27.6675], [-11.7039, -1.1557, 28.3373], [-12.6687, -1.7467, 27.3925], [-14.0126, -1.4646, 27.9482], [-15.0576, -1.9227, 26.9170], [-14.9935, -1.1369, 25.7309], [-15.8671, -1.4826, 24.7057], [-8.4796, 0.4245, 26.3791], [-9.4226, 0.5303, 24.8968], [-8.9574, -1.0484, 25.4634], [-9.5256, -0.7131, 28.3215], [-10.0789, -2.0643, 27.3272], [-12.0175, -0.1794, 28.7066], [-11.5723, -1.8376, 29.1774], [-12.5953, -1.1633, 26.5713], [-14.1334, -0.4135, 28.2102], [-14.2598, -2.0244, 28.8503], [-16.0508, -2.0071, 27.3580], [-14.8848, -2.9737, 26.6855], [-15.6013, -2.3377, 24.0843], [-15.9376, -0.5771, 24.1031], [-16.8593, -1.6724, 25.1151], [-14.8545, -6.9817, 28.9357], [-16.2075, -6.4066, 28.8593], [-16.2388, -5.2071, 28.1228], [-17.5937, -4.4869, 28.5434], [-18.7694, -5.0258, 27.8413], [-18.8047, -4.8832, 26.3747], [-19.9978, -5.6295, 25.7392], [-19.7437, -7.0254, 26.0199], [-20.5112, -7.8746, 25.2057], [-15.0736, -7.8729, 29.5239], [-14.1243, -6.3769, 29.4735], [-14.5805, -7.2926, 27.9276], [-16.0245, -5.3694, 27.0665], [-15.4829, -4.5389, 28.5356], [-17.4777, -3.4122, 28.4031], [-17.7646, -4.7179, 29.5948], [-18.8355, -6.0139, 28.0398], [-17.9345, -5.3407, 25.9039], [-18.8478, -3.8303, 26.0960], [-20.0190, -5.4242, 24.6690], [-20.9528, -5.2917, 26.1417], [-20.0378, -7.8683, 24.2239], [-21.5694, -7.6155, 25.1719], [-20.4781, -8.8944, 25.5892], [-8.6245, -4.8965, 25.1665], [-8.5801, -4.4923, 23.7927], [-7.9013, -5.4275, 22.9635], [-8.1113, -5.2201, 21.4241], [-9.5390, -5.5163, 21.0787], [-9.7920, -5.1753, 19.7139], [-11.3363, -5.1653, 19.4954], [-11.9693, -4.2204, 20.4078], [-13.3507, -4.3943, 20.4825], [-7.6963, -4.8890, 25.7378], [-9.0526, -5.8980, 25.2084], [-9.3307, -4.2890, 25.7326], [-8.2108, -6.4482, 23.1885], [-6.8313, -5.4039, 23.1696], [-7.5047, -5.8803, 20.8042], [-7.9261, -4.1958, 21.1005], [-10.1806, -5.1223, 21.7519], [-9.2968, -5.9516, 19.1305], [-9.3452, -4.2081, 19.4838], [-11.7110, -6.1869, 19.5596], [-11.5822, -4.8461, 18.4826], [-13.8600, -3.6323, 21.0724], [-13.6298, -5.3586, 20.9072], [-13.8020, -4.1986, 19.5099], [-12.8628, -13.0736, 23.7079], [-12.0272, -13.2923, 24.9636], [-12.0482, -12.0978, 25.7925], [-13.8968, -12.8431, 23.9643], [-12.9293, -13.9821, 23.1092], [-12.5161, -12.3338, 22.9864], [-11.0044, -13.5043, 24.6523], [-12.1898, -14.2400, 25.4771], [-11.4359, -12.2315, 26.5198], [-11.3844, -2.3727, 23.4361], [-10.3420, -2.0587, 22.3376], [-9.1568, -1.7583, 23.0330], [-11.1261, -3.2658, 24.0052], [-12.3170, -2.5064, 22.8879], [-11.5364, -1.4924, 24.0607], [-10.7325, -1.2380, 21.7358], [-10.1670, -2.9133, 21.6842], [-8.8123, -2.5972, 23.3480], [-11.6057, -4.5670, 28.5113], [-12.9805, -4.2958, 28.2461], [-11.4813, -5.6493, 28.5485], [-11.0197, -4.1797, 27.6779], [-11.3449, -4.1494, 29.4837], [-12.9832, -3.4170, 27.8597], [-14.6768, -9.2375, 19.8410], [-13.3911, -9.6859, 20.1550], [-15.4105, -9.5536, 20.5825], [-14.7496, -8.1521, 19.7732], [-15.0587, -9.5846, 18.8809], [-13.1949, -9.2899, 21.0072], [-18.3069, -11.8983, 26.1937], [-18.9928, -11.2749, 25.1935], [-18.1723, -11.1459, 26.9707], [-18.7677, -12.8491, 26.4615], [-17.3013, -12.1430, 25.8517], [-19.1264, -11.9348, 24.5093], [-11.3600, -8.5528, 27.0972], [-10.0859, -8.2299, 26.6191], [-11.9499, -7.6566, 27.2892], [-11.7998, -9.2104, 26.3473], [-11.2659, -9.1307, 28.0166], [-9.6479, -9.0003, 26.2500]], "lowdin_charge": [-0.122, -0.225, -0.187, -0.205, -0.048, -0.167, -0.205, -0.193, -0.125, 0.080, 0.083, 0.085, 0.124, 0.122, 0.116, 0.104, 0.069, 0.114, 0.114, 0.115, 0.109, 0.100, 0.070, 0.065, -0.065, -0.202, -0.183, -0.163, -0.035, -0.173, -0.188, -0.186, -0.056, 0.081, 0.071, 0.064, 0.105, 0.110, 0.103, 0.099, 0.077, 0.090, 0.106, 0.099, 0.102, 0.072, 0.079, 0.074, -0.106, -0.198, -0.199, -0.143, -0.071, -0.193, -0.160, -0.195, -0.105, 0.081, 0.085, 0.083, 0.122, 0.121, 0.113, 0.110, 0.087, 0.120, 0.093, 0.115, 0.113, 0.092, 0.073, 0.076, -0.107, -0.228, -0.197, -0.166, -0.042, -0.206, -0.197, -0.188, -0.076, 0.089, 0.076, 0.091, 0.096, 0.115, 0.099, 0.106, 0.078, 0.117, 0.115, 0.118, 0.090, 0.064, 0.076, 0.065, -0.079, -0.222, -0.210, -0.184, -0.053, -0.195, -0.215, -0.179, -0.066, 0.081, 0.060, 0.087, 0.102, 0.114, 0.112, 0.117, 0.087, 0.117, 0.112, 0.103, 0.101, 0.073, 0.065, 0.078, -0.108, -0.206, -0.143, -0.199, -0.051, -0.127, -0.247, -0.204, -0.090, 0.079, 0.095, 0.072, 0.123, 0.112, 0.116, 0.109, 0.081, 0.103, 0.113, 0.122, 0.113, 0.088, 0.088, 0.082, -0.116, -0.199, -0.184, -0.280, -0.061, -0.186, -0.202, -0.192, -0.104, 0.078, 0.078, 0.083, 0.125, 0.115, 0.130, 0.125, 0.111, 0.117, 0.101, 0.134, 0.101, 0.084, 0.071, 0.078, -0.103, -0.198, -0.207, -0.183, -0.046, -0.176, -0.205, -0.173, -0.112, 0.085, 0.092, 0.072, 0.124, 0.102, 0.120, 0.110, 0.108, 0.121, 0.123, 0.106, 0.095, 0.071, 0.094, 0.082, -0.050, -0.223, -0.220, -0.148, -0.050, -0.194, -0.179, -0.213, -0.102, 0.071, 0.081, 0.078, 0.103, 0.090, 0.092, 0.118, 0.059, 0.086, 0.114, 0.116, 0.121, 0.067, 0.094, 0.067, -0.069, -0.211, -0.190, -0.138, -0.070, -0.211, -0.163, -0.194, -0.135, 0.095, 0.067, 0.071, 0.109, 0.116, 0.109, 0.108, 0.075, 0.108, 0.110, 0.107, 0.116, 0.078, 0.070, 0.090, -0.079, -0.272, -0.108, 0.059, 0.070, 0.063, 0.092, 0.110, 0.027, -0.054, -0.286, -0.097, 0.057, 0.062, 0.069, 0.115, 0.080, 0.041, -0.131, -0.166, 0.066, 0.059, 0.077, -0.015, -0.187, -0.119, 0.052, 0.070, 0.066, 0.014, -0.182, -0.125, 0.083, 0.067, 0.069, -0.002, -0.151, -0.148, 0.068, 0.064, 0.068, 0.015], "homo_lumo_gap_ev": 8.7298, "e_homo_ev": -8.27}